1.
Below is a molecular structure, C22H43InN2OP3 in a non-equilibrium geometry, with properties calculated with ωB97M-V/def2-TZVPD.

Last column: Mulliken charge in e.
Element x y z (Å)
In -0.2865 -0.1289 -0.0697  1.193
P -0.5038 2.5273 1.5301  0.694
P -2.7215 -1.2161 -0.1228  0.867
P 0.1646 1.8143 -1.9336  0.987
H 4.5449 -1.2970 0.9036  0.318
C 4.6851 -0.3136 0.4516  -0.575
C 4.5836 0.8165 1.1739  -0.517
H 4.2961 0.8105 2.2398  0.242
C -0.3569 2.5314 3.3644  -1.259
C -2.0874 3.4650 1.4220  -1.299
C 0.6718 3.9141 1.2117  -1.312
C -2.5274 -2.8789 -0.8738  -1.489
C -3.6414 -1.5723 1.4147  -1.296
C -4.0728 -0.4514 -1.0855  -1.253
C 1.8817 2.4143 -1.7134  -1.288
C -0.8204 3.3369 -2.1174  -1.258
C 0.1743 1.1586 -3.6291  -1.243
H 4.9820 -0.2852 -0.5984  0.298
H 4.7791 1.8068 0.7286  0.290
H 0.5082 1.9395 3.6855  0.316
H -1.2552 2.1072 3.8287  0.378
H -0.2336 3.5696 3.7063  0.517
H -2.8828 2.8849 1.9061  0.413
H -2.3711 3.6449 0.3784  0.317
H -1.9727 4.4242 1.9460  0.405
H 1.7009 3.5299 1.1933  0.293
H 0.5761 4.6350 2.0360  0.522
H 0.4750 4.4292 0.2640  0.359
H -3.5130 -3.3664 -0.9608  0.529
H -1.8743 -3.4877 -0.2298  0.484
H -2.0684 -2.8231 -1.8736  0.381
H -4.5453 -2.1701 1.2100  0.488
H -3.9448 -0.6244 1.8763  0.415
H -2.9996 -2.1012 2.1275  0.382
H -4.9805 -1.0720 -1.0676  0.444
H -3.7510 -0.2931 -2.1189  0.384
H -4.3071 0.5248 -0.6484  0.404
H 2.3911 2.4259 -2.6857  0.511
H 2.4344 1.7526 -1.0308  0.163
H 1.8812 3.4266 -1.2910  0.462
H -0.5963 3.8114 -3.0803  0.440
H -0.6339 4.0603 -1.3182  0.354
H -1.8868 3.0859 -2.1039  0.362
H 0.4891 1.9437 -4.3265  0.518
H -0.8395 0.8420 -3.8969  0.437
H 0.8357 0.2912 -3.7290  0.169
C 0.9719 -2.4154 -3.2410  0.813
C 0.2739 -3.6118 -3.5016  -0.661
C 0.4912 -4.2526 -4.7237  -0.617
C 1.3787 -3.7129 -5.6584  -0.615
C 2.1151 -2.5603 -5.3500  -0.482
C 1.9694 -1.9379 -4.1011  -0.463
O 0.6459 -1.6797 -2.1116  -0.101
H -0.2150 -1.9957 -1.7293  -0.033
H -0.4037 -4.0149 -2.7459  0.418
H -0.0326 -5.1818 -4.9440  0.408
H 1.5194 -4.2004 -6.6267  0.411
H 2.8231 -2.1477 -6.0746  0.391
H 2.6106 -1.0971 -3.7959  0.497
N 0.8582 -1.6131 6.4686  -0.436
C 0.5729 -1.3090 5.1763  0.981
C 1.5910 -1.2654 4.1904  -0.826
C 1.2425 -0.9937 2.8699  -0.305
N -0.0290 -0.7292 2.4968  0.119
C -0.9992 -0.7148 3.4425  -0.740
C -0.7505 -1.0102 4.7818  -0.950
H 1.8066 -1.8367 6.7512  0.219
H 0.1225 -1.6619 7.1636  0.221
H 2.6232 -1.4623 4.4592  0.414
H 2.0114 -0.9795 2.0812  0.295
H -2.0151 -0.4466 3.1196  0.718
H -1.5638 -1.0124 5.5091  0.381

The total energy is -61553.2072 eV. As for the total charge: +3. For the energy above the lowest of the compared OMol25 structures with the same formula, charge and spin, the calculation gives 0.0 kJ/mol. The spin multiplicity is 1. Its highest occupied orbital energy is -15.90 eV. The value obtained for the frontier orbital gap is 4.34 eV.

***

2.
Below is 8 unconnected molecules or ions with the total composition H18O9 in a non-equilibrium geometry, with properties calculated with ωB97M-V/def2-TZVPD.

Last column: natural (NBO) charge in e.
Element x y z (Å)
H -0.9712 -0.3321 -0.0567  0.447
H 0.5774 -0.6152 0.2091  0.458
H -2.6100 -1.5898 -1.6106  0.452
H -2.5809 -0.9895 -0.2075  0.407
H -1.7681 -1.2631 3.1030  0.447
H -0.5128 -1.1390 2.3152  0.474
H -2.4228 2.1560 1.9685  0.460
H -2.3328 1.1622 0.7061  0.464
H -0.4184 4.0354 -0.5277  0.473
H 0.3889 5.2792 -0.3994  0.452
H 4.4105 -0.1451 -1.1628  0.462
H 5.8347 0.0601 -0.9480  0.459
H 1.4781 2.0278 0.0897  0.471
H 1.4972 1.3984 -1.3274  0.450
H 5.0024 -2.9818 0.4768  0.467
H 3.7428 -2.7600 1.1994  0.460
H -4.7057 -1.3134 -2.0840  0.468
H -3.9390 -2.6717 -2.1014  0.447
O -0.1759 -0.1534 0.5623  -0.933
O -3.1520 -1.2518 -0.9505  -0.894
O -1.4895 -0.8657 2.2764  -0.925
O -2.0577 1.3354 1.6691  -0.928
O 0.5327 4.3731 -0.6134  -0.926
O 5.1327 -0.6363 -0.7221  -0.921
O 0.8820 1.8857 -0.6502  -0.919
O 4.0740 -2.9568 0.3081  -0.926
O -4.4165 -2.0485 -1.5219  -0.845

The total energy is -18711.2728 eV. As for the total charge: 0. For the energy above the lowest of the compared OMol25 structures with the same formula, charge and spin, the calculation gives 1048.1 kJ/mol. The spin multiplicity is 1. Its highest occupied orbital energy is -7.14 eV. The value obtained for the frontier orbital gap is 7.36 eV.

***

3.
Below is C3H4ClFO2 in the gas phase in a non-equilibrium geometry, with properties calculated with ωB97M-V/def2-TZVPD.

Last column: natural (NBO) charge in e.
Element x y z (Å)
O 1.3409 -0.9251 -1.2820  -0.524
C 0.6993 -0.9736 -0.2812  0.785
O 1.2358 -1.8536 0.6577  -0.696
C -0.5405 -0.1485 0.1172  -0.567
C -0.4586 1.2921 -0.2518  0.180
F -0.3919 1.3900 -1.6448  -0.344
Cl 0.7778 2.2255 0.5335  0.002
H 0.8595 -1.8043 1.5519  0.478
H -0.7961 -0.2028 1.1741  0.235
H -1.2914 -0.6783 -0.5048  0.266
H -1.4347 1.6786 -0.0698  0.184

The total energy is -22510.5509 eV. As for the total charge: 0. For the energy above the lowest of the compared OMol25 structures with the same formula, charge and spin, the calculation gives 26.3 kJ/mol. The spin multiplicity is 1. Its highest occupied orbital energy is -10.74 eV. The value obtained for the frontier orbital gap is 11.13 eV. As for the SMILES: O=C(O)C[C@H](F)Cl.

***

4.
Below is 2 unconnected molecules or ions with the total composition C2H7IN in a non-equilibrium geometry, with properties calculated with ωB97M-V/def2-TZVPD.

Last column: natural (NBO) charge in e.
Element x y z (Å)
C -0.7297 -1.2404 0.0895  -0.445
C 1.3741 1.2964 0.0893  -0.405
N -0.9208 0.1393 -0.2522  -0.719
I 2.5655 -0.2934 0.0227  0.570
H -1.1556 -1.9765 -0.6835  0.248
H 0.2899 -1.6061 0.3118  0.198
H -1.2070 -1.3265 1.1107  0.240
H 1.3543 2.1303 -0.7057  0.260
H 0.7714 1.4957 1.0348  0.245
H -1.3372 0.9067 0.1911  0.408
H -1.0048 0.4745 -1.2085  0.400

The total energy is -11767.9761 eV. As for the total charge: +1. For the energy above the lowest of the compared OMol25 structures with the same formula, charge and spin, the calculation gives 279.8 kJ/mol. The spin multiplicity is 1. Its highest occupied orbital energy (spin up / spin down) is -14.33 / -14.34 eV. The value obtained for the frontier orbital gap (spin up / spin down) is 7.79 / 7.79 eV.

***

5.
Below is a molecular structure, C25H42BeCl3N4O3Si in a non-equilibrium geometry, with properties calculated with ωB97M-V/def2-TZVPD.

Last column: Mulliken charge in e.
Element x y z (Å)
C 2.7989 -2.4265 -3.0430  -1.453
C 2.1562 -1.6009 -4.1060  0.243
H 2.7197 -3.4958 -3.2640  0.402
H 2.3256 -2.2246 -2.0752  0.221
H 3.8673 -2.1791 -2.9552  0.241
C 1.9600 -2.0507 -5.3735  0.237
C 2.3828 -3.4015 -5.8527  -1.481
H 1.5100 -1.4103 -6.1275  0.286
H 2.1307 -4.2033 -5.1418  0.354
H 3.4670 -3.4599 -6.0491  0.279
H 1.8766 -3.6207 -6.8039  0.368
Be 0.7029 0.7061 3.5867  0.797
Cl 2.4212 1.5301 4.1159  -0.533
Cl 0.9586 -1.1390 2.8670  -0.366
C 0.4045 2.7758 2.1352  0.200
O -0.1478 1.7682 2.7055  -0.477
N -0.2881 3.5804 1.3567  0.288
C -1.7345 3.4215 1.1659  -0.772
C 0.4160 4.5692 0.5463  -0.825
H 1.4699 2.9988 2.2928  0.162
H -2.1715 2.8700 2.0034  0.206
H -1.9609 2.9038 0.2249  0.158
H -2.1788 4.4195 1.1012  0.422
H 1.4358 4.6499 0.9418  0.296
H -0.0980 5.5339 0.6200  0.331
H 0.4594 4.2648 -0.5081  0.280
H 0.5905 -4.8074 2.5296  0.284
H -1.2045 -3.0354 0.5057  0.142
C -0.4613 -4.8731 2.8151  -0.962
C -1.8347 -3.5581 1.2422  -0.859
N -1.1721 -3.6419 2.5313  0.272
H -0.5074 -5.0689 3.8876  0.349
C -1.2064 -2.5738 3.3311  -0.473
O -1.8943 -1.5893 3.2642  -0.587
H -2.7831 -3.0289 1.3356  0.247
H -0.4282 -2.7696 4.2902  0.552
H -0.9583 -5.6829 2.2836  0.284
H -2.0181 -4.5807 0.9019  0.389
O 0.8199 -0.4003 -2.5652  -0.134
C 1.7329 -0.2165 -3.6463  0.194
C 0.0852 0.4981 -5.5191  0.038
C 1.2847 0.6852 -4.8168  0.413
H -0.6526 -0.2237 -5.1524  0.658
C -0.1287 1.1847 -6.7272  -0.959
H 2.6328 0.2401 -3.2033  0.272
C 2.2382 1.5909 -5.3048  -0.552
H -1.0561 1.0197 -7.2853  0.371
C 0.8497 2.0502 -7.2302  -0.390
C 2.0424 2.2409 -6.5226  -0.654
H 3.1587 1.7231 -4.7386  0.376
H 0.6899 2.5661 -8.1846  0.346
H 2.8296 2.8784 -6.9260  0.367
Si -0.3343 0.4247 -1.6650  -0.244
Cl -0.1187 -3.4695 5.5614  -0.694
C -1.9790 -0.0085 -2.4384  -1.050
C -0.1284 2.2542 -2.0338  -0.904
C -0.1355 -0.1486 0.0725  -0.822
H -2.0288 0.2582 -3.5038  0.330
H -2.7775 0.5343 -1.9181  0.387
H -2.1733 -1.0841 -2.3485  0.302
H 0.0113 -1.2357 0.0900  0.094
H -1.0139 0.0743 0.6921  0.279
H 0.7419 0.2722 0.5828  0.259
H -0.1992 2.4681 -3.1116  0.297
H 0.8419 2.6319 -1.6860  0.329
H -0.9328 2.8195 -1.5428  0.424
N -2.5368 1.0005 8.5134  -0.470
C -1.8647 0.7710 7.3679  1.198
C -0.4570 0.6402 7.3679  -0.818
C 0.2016 0.3851 6.1713  -0.546
N -0.3967 0.4917 4.9623  0.136
C -1.7483 0.5674 4.9495  -0.375
C -2.5103 0.6475 6.1150  -0.866
H -2.0164 1.1377 9.3773  0.182
H -3.5381 1.0881 8.5316  0.181
H 0.1230 0.7323 8.2804  0.267
H 1.2716 0.1628 6.1386  0.467
H -2.2389 0.5387 3.9734  0.533
H -3.5947 0.6396 6.0413  0.283

The total energy is -84562.8022 eV. As for the total charge: -1. For the energy above the lowest of the compared OMol25 structures with the same formula, charge and spin, the calculation gives 126.5 kJ/mol. The spin multiplicity is 1. Its highest occupied orbital energy is -1.98 eV. The value obtained for the frontier orbital gap is 4.05 eV.

***

6.
Below is 2 unconnected molecules or ions with the total composition Br2HOPS in a non-equilibrium geometry, with properties calculated with ωB97M-V/def2-TZVPD.

Last column: natural (NBO) charge in e.
Element x y z (Å)
O 0.1124 -1.0204 1.3470  -0.976
P 0.2913 -1.9438 0.2534  1.319
Br -1.7472 -2.3254 -0.7894  -0.357
S 1.6773 -0.1611 -2.2696  -0.088
Br 2.4948 -0.2549 -4.3177  -0.007
H 0.4768 0.0862 -2.1486  0.109

The total energy is -162272.6580 eV. As for the total charge: 0. For the energy above the lowest of the compared OMol25 structures with the same formula, charge and spin, the calculation gives 210.2 kJ/mol. The spin multiplicity is 1. Its highest occupied orbital energy is -9.79 eV. The value obtained for the frontier orbital gap is 8.08 eV. As for the SMILES: O=PBr.SBr.

***

7.
Below is a molecular structure, C4H7NO2, with properties calculated with ωB97M-V/def2-TZVPD.

Last column: natural (NBO) charge in e.
Element x y z (Å)
C -1.2286 -1.0935 -0.1613  -0.688
C -0.3677 0.1323 -0.0207  0.162
N -0.7293 1.2329 0.5237  -0.089
O -2.0433 1.1680 0.9755  -0.571
C 1.0192 0.1046 -0.5902  -0.053
C 2.0918 1.0046 -0.1001  -0.191
O 1.9417 -0.8014 0.1038  -0.597
H -2.0416 -0.9148 -0.8771  0.240
H -0.6353 -1.9465 -0.5071  0.225
H -1.6972 -1.3458 0.7961  0.244
H -2.1676 2.0438 1.3716  0.482
H 1.0197 -0.2380 -1.6296  0.191
H 2.8562 1.0556 -0.8942  0.131
H 1.9819 -0.4019 1.0097  0.512

The total energy is -9840.6718 eV. As for the total charge: 0. For the energy above the lowest of the compared OMol25 structures with the same formula, charge and spin, the calculation gives 637.6 kJ/mol. The spin multiplicity is 1. Its highest occupied orbital energy is -8.80 eV. The value obtained for the frontier orbital gap is 9.50 eV.